Record 1
Below is a molecular structure, C34H26BrF4P2ReS2Se2 at a distorted geometry, with properties calculated with wB97M-V/def2-TZVPD.

XYZ file:
```
72
Properties=species:S:1:pos:R:3:forces:R:3
Re -0.9533 0.1193 -0.5032 -0.383 -1.275 -0.222
C -5.0090 -1.3984 -2.3319 0.091 -0.038 0.086
C -3.6037 -1.2777 -1.8058 -0.213 0.029 0.014
S -3.0159 0.3400 -1.5301 -0.177 0.007 -0.063
C -2.8281 -2.3529 -1.5202 -0.181 -0.290 0.033
C -3.2861 -3.7842 -1.6991 -0.011 0.175 0.044
S -1.2423 -2.1406 -0.9087 0.349 0.577 -0.092
H -5.3266 -0.4809 -2.8202 -0.006 0.038 -0.016
H -5.7074 -1.6036 -1.5133 0.061 0.010 -0.044
H -5.0909 -2.2193 -3.0472 0.017 0.072 0.050
H -3.8170 -3.9134 -2.6432 0.039 0.017 0.025
H -3.9634 -4.0771 -0.8907 0.045 0.051 -0.040
H -2.4401 -4.4688 -1.6909 0.034 0.016 0.008
F -3.4202 4.8353 4.0028 -0.084 0.184 0.081
C -2.9471 3.7089 3.5182 -0.089 0.176 0.098
C -3.0819 2.5370 4.2260 -0.048 -0.050 0.131
F -3.6891 2.5474 5.3951 -0.078 -0.032 0.176
C -2.5746 1.3579 3.7135 0.054 -0.093 0.014
F -2.7209 0.2773 4.4709 0.057 -0.227 -0.045
C -1.9393 1.3006 2.4812 -0.020 -0.238 -0.011
P -1.2010 -0.2580 1.8156 -0.073 0.169 0.166
C -2.4169 -1.5618 2.1025 -0.029 0.001 0.160
C -1.9872 -2.8609 2.3699 -0.033 -0.063 -0.015
C -2.9228 -3.8810 2.4968 0.093 0.054 -0.022
C -4.2762 -3.6073 2.3488 -0.050 0.026 -0.017
C -4.6998 -2.3167 2.0513 0.014 -0.024 -0.018
C -3.7706 -1.2946 1.9198 -0.045 0.017 -0.013
C 0.2255 -0.5358 2.8875 0.109 -0.047 -0.080
C 0.0734 -1.1083 4.1536 0.016 0.006 0.036
C 1.1753 -1.2393 4.9832 -0.042 -0.009 -0.006
C 2.4271 -0.8066 4.5595 -0.008 -0.002 -0.024
C 2.5815 -0.2426 3.3022 -0.036 0.017 -0.050
C 1.4826 -0.1076 2.4632 0.026 -0.047 0.136
C -1.8314 2.5047 1.7997 0.101 -0.118 -0.240
Br -1.0029 2.6170 0.0873 0.094 0.359 -0.001
C -2.3141 3.6913 2.2944 0.074 0.241 -0.211
F -2.1893 4.8257 1.6156 0.018 -0.033 -0.031
H -0.9282 -3.0805 2.4625 -0.079 0.008 0.025
H -2.5914 -4.8905 2.7119 -0.014 0.083 -0.011
H -5.0047 -4.4023 2.4639 0.056 0.061 -0.021
H -5.7550 -2.1058 1.9236 0.057 -0.005 0.016
H -4.1024 -0.2910 1.6681 0.003 -0.060 0.038
H -0.8936 -1.4560 4.4921 0.001 0.025 -0.009
H 1.0551 -1.6839 5.9636 0.012 0.017 -0.051
H 3.2849 -0.9201 5.2107 -0.030 0.009 -0.018
H 3.5588 0.0815 2.9623 -0.094 -0.032 0.026
H 1.6121 0.3101 1.4753 0.011 0.003 -0.013
Se 1.3340 0.2569 -1.2617 0.432 0.338 -0.199
P 2.2402 -1.7851 -1.6886 0.053 -0.224 0.257
Se 2.2000 -3.0426 -0.0072 -0.014 0.093 -0.018
C 1.3811 -2.4463 -3.1403 -0.100 0.002 -0.059
C 0.9983 -3.7852 -3.1289 0.001 0.004 -0.068
C 0.3668 -4.3340 -4.2382 -0.028 -0.024 -0.017
C 0.1138 -3.5490 -5.3552 0.022 0.014 0.003
C 0.4903 -2.2089 -5.3658 0.015 -0.032 0.022
C 1.1224 -1.6573 -4.2617 -0.101 -0.008 0.001
C 3.9017 -1.2920 -2.2137 0.084 0.174 -0.128
C 4.1143 -0.2441 -3.1185 0.100 -0.084 0.098
C 5.4029 0.0681 -3.5281 -0.102 -0.051 0.035
C 6.4830 -0.6534 -3.0305 0.024 -0.012 0.011
C 6.2746 -1.6813 -2.1219 0.028 -0.010 0.008
C 4.9862 -2.0038 -1.7122 0.095 0.012 -0.067
H 1.2001 -4.3862 -2.2502 -0.018 0.008 -0.033
H 0.0742 -5.3796 -4.2290 0.045 0.120 -0.002
H -0.3732 -3.9813 -6.2231 0.035 0.047 0.083
H 0.2943 -1.5940 -6.2370 0.005 -0.046 0.070
H 1.3852 -0.6063 -4.2715 0.022 -0.043 0.006
H 3.2857 0.3476 -3.4869 -0.005 -0.040 -0.021
H 5.5648 0.8757 -4.2333 -0.023 -0.056 0.074
H 7.4908 -0.4068 -3.3486 -0.107 -0.025 0.033
H 7.1182 -2.2357 -1.7243 -0.092 0.047 -0.051
H 4.8170 -2.8051 -1.0037 0.019 0.031 -0.014
```
Positions in Å, forces in eV/Å.

Calculated values
**⟨S²⟩**: 3.7863
**2S+1**: 4
**Total charge**: +1
**HOMO-LUMO gap (spin up / spin down)**: 6.49 / 5.45 eV

Charges computed using Löwdin, reported in e:
1. Re 0.224
2. C -0.096
3. C -0.719
4. S 0.604
5. C -0.695
6. C -0.088
7. S 0.676
8. H 0.071
9. H 0.094
10. H 0.082
11. H 0.081
12. H 0.085
13. H 0.070
14. F 0.178
15. C -0.129
16. C -0.128
17. F 0.170
18. C -0.200
19. F 0.129
20. C -0.261
21. P 0.930
22. C -0.396
23. C -0.099
24. C -0.053
25. C -0.064
26. C -0.061
27. C -0.096
28. C -0.339
29. C -0.084
30. C -0.054
31. C -0.053
32. C -0.056
33. C -0.112
34. C -0.500
35. Br 0.900
36. C -0.254
37. F 0.109
38. H 0.114
39. H 0.116
40. H 0.114
41. H 0.113
42. H 0.112
43. H 0.104
44. H 0.114
45. H 0.114
46. H 0.117
47. H 0.024
48. Se 0.340
49. P 0.197
50. Se 0.304
51. C -0.425
52. C -0.129
53. C -0.069
54. C -0.068
55. C -0.065
56. C -0.096
57. C -0.411
58. C -0.115
59. C -0.068
60. C -0.067
61. C -0.065
62. C -0.106
63. H 0.059
64. H 0.111
65. H 0.110
66. H 0.111
67. H 0.085
68. H 0.073
69. H 0.110
70. H 0.111
71. H 0.111
72. H 0.056

Record 2
Below is a molecular structure, C42H35As2Cl5IrN3O3 at a distorted geometry, with properties calculated with wB97M-V/def2-TZVPD.

XYZ file:
```
91
Properties=species:S:1:pos:R:3:forces:R:3
Ir -0.7666 -0.4568 -0.0527 -0.141 -0.620 0.475
Cl 0.0585 -4.7594 5.8173 0.022 0.026 -0.064
C 0.0412 -3.4904 4.6676 0.075 0.019 0.121
C -0.6154 -3.6509 3.4592 -0.074 -0.033 -0.181
Cl -1.4027 -5.1156 3.0413 0.029 0.023 0.018
C -0.6118 -2.5937 2.5619 -0.219 0.057 -0.139
Cl -1.3711 -2.7276 0.9963 0.338 -0.053 0.252
C -0.0160 -1.3688 2.7939 0.188 0.305 -0.335
O -0.0196 -0.3708 1.9118 0.075 0.472 0.490
C 0.6536 -1.2281 4.0164 0.047 0.182 0.099
Cl 1.4331 0.2734 4.3466 -0.056 -0.157 -0.005
C 0.6900 -2.2742 4.9309 0.024 -0.006 0.037
Cl 1.5527 -2.0791 6.3930 -0.013 -0.011 0.022
O -0.9669 2.5580 -6.4498 -0.091 -0.070 0.016
N -2.0573 2.1890 -6.0633 0.034 0.156 0.045
O -3.1231 2.4378 -6.5723 0.086 -0.102 0.016
C -2.0783 1.3459 -4.8445 0.046 0.018 -0.064
C -3.0047 0.3735 -4.7951 -0.036 -0.051 0.108
C -3.0776 -0.4923 -3.6530 -0.095 0.004 -0.109
C -4.0361 -1.5023 -3.5032 -0.101 0.012 -0.112
C -4.0438 -2.2298 -2.3411 0.093 0.004 0.070
C -3.1010 -1.9660 -1.3454 0.080 -0.025 -0.227
N -2.1572 -1.0304 -1.4728 -0.078 0.166 -0.193
C -2.1676 -0.3009 -2.6177 -0.123 -0.095 -0.003
C -1.2038 0.7257 -2.6870 0.071 -0.133 -0.045
N -0.3927 0.8102 -1.6053 0.472 0.868 0.390
C 0.5121 1.7860 -1.5961 -0.035 -0.029 -0.275
C 0.6486 2.6944 -2.6422 0.022 -0.050 0.086
C -0.1606 2.6022 -3.7451 -0.037 0.034 -0.090
C -1.1245 1.5805 -3.7880 0.068 0.084 -0.128
H -3.7044 0.2539 -5.6118 -0.005 0.009 0.004
H -4.7625 -1.6826 -4.2858 0.011 -0.020 0.017
H -4.7750 -3.0068 -2.1678 0.025 -0.006 0.005
H -3.1307 -2.5372 -0.4361 -0.074 0.015 0.076
H 1.1533 1.8515 -0.7389 -0.037 -0.026 0.135
H 1.4034 3.4650 -2.5710 0.006 -0.019 0.011
H -0.0563 3.2924 -4.5673 0.007 0.010 -0.008
C -0.6100 2.5490 2.6331 -0.120 0.106 -0.084
C -1.9186 1.7582 2.6244 0.297 0.118 0.045
As -2.3756 1.1135 0.8710 -0.827 -0.501 -0.104
C -2.6475 2.6786 -0.2440 0.059 0.069 -0.041
C -3.3317 3.8487 0.4616 0.007 0.034 -0.077
C -4.1001 0.2391 1.0580 -0.147 0.207 0.156
C -5.2740 1.1264 1.4734 -0.017 -0.090 0.010
H -0.3692 2.8560 3.6500 -0.010 0.017 -0.005
H -0.6863 3.4540 2.0245 -0.020 -0.014 0.030
H 0.2171 1.9458 2.2672 0.029 -0.031 0.018
H -2.7604 2.3762 2.9375 -0.040 -0.014 0.059
H -1.8711 0.8861 3.2758 0.017 0.011 0.018
H -3.2164 2.3389 -1.1135 -0.037 0.041 0.001
H -1.6628 2.9805 -0.6047 -0.012 0.033 0.000
H -4.3476 3.6124 0.7673 0.003 -0.010 0.007
H -3.3808 4.6977 -0.2202 -0.019 0.012 0.019
H -2.7771 4.1705 1.3426 0.001 -0.006 -0.022
H -3.9273 -0.5524 1.7917 0.018 -0.014 0.004
H -4.3053 -0.2476 0.1045 -0.045 -0.001 -0.003
H -5.0295 1.7740 2.3152 0.005 -0.021 0.014
H -6.1138 0.5032 1.7803 -0.011 0.015 -0.021
H -5.6151 1.7502 0.6482 0.021 0.016 0.005
C 3.9725 -1.1250 -4.1158 0.007 -0.001 -0.006
C 4.1108 0.0648 -3.4170 -0.047 0.021 -0.001
C 3.4809 0.2277 -2.1879 0.061 -0.064 0.011
C 2.7077 -0.8045 -1.6666 0.008 0.172 -0.030
C 2.5655 -1.9972 -2.3717 -0.016 0.054 -0.028
C 3.2106 -2.1610 -3.5876 -0.032 0.007 -0.013
As 1.7884 -0.6411 0.0305 0.163 -1.127 -0.865
C 2.5008 -2.0909 1.0435 -0.117 0.024 0.056
C 2.1014 -3.4164 1.0419 0.102 -0.018 -0.074
C 2.7621 -4.3124 1.8707 0.030 -0.007 0.020
C 3.7988 -3.8680 2.6844 0.008 0.013 0.004
C 4.1764 -2.5314 2.6937 0.013 -0.012 0.090
C 3.5175 -1.6252 1.8730 0.048 0.122 0.113
C 3.7465 -0.1587 1.8382 -0.005 -0.050 0.006
C 4.7227 0.5101 2.5636 0.032 -0.007 0.051
C 4.8161 1.8921 2.5018 0.029 -0.005 0.038
C 3.9207 2.6299 1.7403 -0.037 0.006 0.015
C 2.9384 1.9781 1.0070 0.075 -0.151 0.074
C 2.8728 0.5920 1.0396 -0.160 0.036 -0.014
H 4.4664 -1.2508 -5.0706 0.011 -0.010 0.031
H 4.7199 0.8637 -3.8206 -0.007 -0.019 0.012
H 3.6364 1.1417 -1.6253 -0.013 -0.004 0.006
H 1.9694 -2.8086 -1.9679 0.010 -0.013 0.015
H 3.1254 -3.0991 -4.1212 -0.013 0.029 -0.002
H 1.2892 -3.7578 0.4109 0.030 -0.003 -0.024
H 2.4703 -5.3545 1.8835 0.010 0.010 0.008
H 4.3151 -4.5709 3.3250 -0.017 0.010 0.003
H 4.9657 -2.2027 3.3581 -0.002 -0.029 -0.032
H 5.4092 -0.0440 3.1911 0.008 0.017 -0.038
H 5.5887 2.4006 3.0628 -0.015 -0.002 0.012
H 3.9849 3.7098 1.7200 -0.005 -0.017 0.000
H 2.2331 2.5747 0.4456 0.083 0.080 0.017
```
Positions in Å, forces in eV/Å.

Calculated values
**Energy relative to the best compared isomer or geometry (same formula, charge and spin)**: 2.338 eV
**Total charge**: +2
**HOMO-LUMO gap**: 6.25 eV

Charges computed using Löwdin, reported in e:
1. Ir 0.976
2. Cl 0.737
3. C -0.705
4. C -0.703
5. Cl 0.743
6. C -0.553
7. Cl 0.806
8. C -0.477
9. O -0.466
10. C -0.580
11. Cl 0.804
12. C -0.683
13. Cl 0.749
14. O 0.111
15. N -0.336
16. O 0.137
17. C -0.046
18. C 0.103
19. C -0.098
20. C 0.051
21. C 0.010
22. C -0.133
23. N -0.081
24. C -0.148
25. C -0.149
26. N -0.106
27. C -0.126
28. C 0.019
29. C 0.066
30. C -0.035
31. H 0.150
32. H 0.143
33. H 0.134
34. H 0.049
35. H 0.059
36. H 0.136
37. H 0.128
38. C -0.155
39. C -0.362
40. As 1.188
41. C -0.372
42. C -0.124
43. C -0.386
44. C -0.135
45. H 0.083
46. H 0.068
47. H 0.021
48. H 0.078
49. H 0.079
50. H 0.078
51. H 0.054
52. H 0.061
53. H 0.088
54. H 0.067
55. H 0.077
56. H 0.046
57. H 0.070
58. H 0.084
59. H 0.072
60. C -0.059
61. C -0.062
62. C -0.103
63. C -0.360
64. C -0.106
65. C -0.063
66. As 1.312
67. C -0.304
68. C -0.097
69. C -0.050
70. C -0.036
71. C 0.006
72. C -0.186
73. C -0.200
74. C -0.004
75. C -0.038
76. C -0.053
77. C -0.102
78. C -0.288
79. H 0.116
80. H 0.114
81. H 0.098
82. H 0.097
83. H 0.114
84. H 0.092
85. H 0.118
86. H 0.119
87. H 0.119
88. H 0.120
89. H 0.120
90. H 0.116
91. H 0.084